{"formula": "C6H16FLi2O2", "method": "wB97M-V/def2-TZVPD", "symbols": ["Li", "Li", "F", "C", "C", "C", "O", "H", "H", "H", "H", "H", "H", "H", "H", "C", "C", "C", "O", "H", "H", "H", "H", "H", "H", "H", "H"], "xyz": [[0.174, -3.112, 2.831], [-1.078, -0.912, 3.985], [-0.373, -1.396, 2.280], [2.977, -0.872, -1.600], [1.714, -0.673, -0.800], [0.530, -1.356, -1.449], [1.932, -1.195, 0.533], [2.791, -0.440, -2.589], [3.164, -1.935, -1.750], [3.838, -0.342, -1.203], [1.532, 0.404, -0.688], [-0.359, -1.320, -0.807], [0.757, -2.361, -1.803], [0.158, -0.800, -2.319], [1.114, -1.045, 1.023], [-0.910, 1.814, 1.363], [-2.132, 1.486, 0.510], [-1.782, 1.602, -0.963], [-2.500, 0.122, 0.762], [-0.026, 1.221, 1.110], [-1.117, 1.562, 2.421], [-0.642, 2.867, 1.451], [-2.883, 2.228, 0.782], [-1.317, 2.525, -1.309], [-2.696, 1.501, -1.559], [-1.162, 0.758, -1.273], [-1.703, -0.331, 1.063]], "e_homo_ha": -0.469, "total_charge": 1, "homo_lumo_gap_ev": 7.3, "total_energy_ha": -503.45602}

---

{"formula": "C6H16FO2Rb", "method": "wB97M-V/def2-TZVPD", "symbols": ["Rb", "F", "C", "C", "C", "O", "H", "H", "H", "H", "H", "H", "H", "H", "C", "C", "C", "O", "H", "H", "H", "H", "H", "H", "H", "H"], "xyz": [[-1.159, -2.236, 3.701], [-0.742, -2.431, 0.877], [2.913, 0.377, 2.045], [1.713, -0.262, 1.376], [1.902, -0.480, -0.114], [1.479, -1.522, 2.030], [2.829, 0.286, 3.130], [2.967, 1.447, 1.833], [3.837, -0.106, 1.725], [0.819, 0.364, 1.512], [2.204, 0.478, -0.553], [0.985, -0.829, -0.580], [2.712, -1.185, -0.308], [0.804, -1.954, 1.447], [-1.884, 0.575, -2.857], [-1.679, 0.381, -1.361], [-2.263, 1.521, -0.533], [-2.177, -0.856, -0.919], [-1.935, 1.638, -3.114], [-2.835, 0.146, -3.187], [-1.095, 0.119, -3.454], [-0.595, 0.433, -1.175], [-1.790, 2.477, -0.784], [-2.196, 1.358, 0.540], [-3.324, 1.670, -0.780], [-1.488, -1.409, -0.498]], "e_homo_ha": -0.329, "homo_lumo_gap_ev": 8.1, "total_energy_ha": -512.65511}

---

{"formula": "C6H16IO8S", "method": "wB97M-V/def2-TZVPD", "symbols": ["I", "C", "C", "O", "S", "O", "O", "O", "H", "H", "H", "H", "C", "C", "O", "O", "H", "H", "H", "H", "H", "H", "C", "C", "O", "O", "H", "H", "H", "H", "H", "H"], "xyz": [[2.787, -1.345, -2.176], [-0.341, 3.155, -4.392], [-1.778, 2.607, -4.547], [-2.447, 3.642, -5.273], [-1.468, 4.271, -6.470], [-1.421, 5.697, -6.288], [-1.618, 3.736, -7.824], [-0.092, 3.579, -5.757], [0.447, 2.457, -4.107], [-0.283, 4.047, -3.767], [-2.332, 2.466, -3.619], [-1.603, 1.729, -5.168], [1.208, 2.408, 3.185], [1.362, 1.032, 2.579], [0.199, 0.735, 1.823], [0.119, 2.162, 4.160], [0.973, 3.026, 2.319], [2.072, 2.664, 3.798], [1.550, 0.310, 3.373], [2.329, 0.998, 2.077], [0.649, 0.287, 1.103], [-0.439, 1.477, 3.784], [0.179, -4.436, 3.207], [-0.708, -5.552, 3.630], [-0.034, -6.770, 3.680], [0.852, -4.938, 2.035], [0.969, -4.123, 3.889], [-0.315, -3.528, 2.862], [-1.448, -5.701, 2.843], [-1.192, -5.187, 4.536], [0.669, -6.686, 3.032], [1.156, -4.220, 1.474]], "e_homo_ha": -0.149, "total_charge": -1, "homo_lumo_gap_ev": 6.5, "total_energy_ha": -1536.00804}

---

{"formula": "C6H16InNO10PS", "method": "wB97M-V/def2-TZVPD", "symbols": ["In", "C", "C", "O", "H", "H", "H", "H", "H", "P", "O", "O", "O", "O", "S", "O", "O", "O", "O", "C", "C", "C", "O", "C", "N", "H", "H", "H", "H", "H", "H", "H", "H", "H", "H", "H"], "xyz": [[-0.626, -0.420, 0.994], [-4.423, 1.705, -1.800], [-2.948, 1.857, -1.584], [-2.552, 1.424, -0.353], [-4.659, 0.749, -2.267], [-4.765, 2.470, -2.497], [-5.053, 1.784, -0.914], [-2.761, 2.931, -1.571], [-2.344, 1.458, -2.399], [-2.713, 0.220, 3.761], [-2.127, -0.011, 5.147], [-1.950, 1.285, 2.887], [-4.222, 0.621, 3.892], [-2.502, -1.150, 3.038], [1.542, 0.416, 3.644], [1.028, 1.340, 2.649], [3.024, 0.394, 3.538], [1.125, 0.785, 4.947], [0.868, -0.895, 3.409], [4.195, -0.987, -1.094], [2.755, -0.549, -1.004], [1.789, -1.532, -1.716], [0.514, -0.847, -1.671], [-0.230, -1.038, -2.881], [2.397, -0.558, 0.423], [4.711, -0.248, -0.480], [4.590, -1.012, -2.110], [4.454, -1.980, -0.726], [2.566, 0.389, -1.525], [1.817, -2.541, -1.302], [2.130, -1.660, -2.743], [-1.127, -0.418, -2.871], [-0.544, -2.080, -2.822], [0.355, -0.650, -3.715], [2.792, -1.413, 0.788], [2.895, 0.162, 0.928]], "e_homo_ha": [-0.025, -0.022], "total_charge": -2, "homo_lumo_gap_ev": [4.6, 3.7], "spin_multiplicity": 2, "total_energy_ha": -1974.92954}

---

{"formula": "C6H16N", "method": "wB97M-V/def2-TZVPD", "symbols": ["C", "C", "C", "C", "C", "C", "N", "H", "H", "H", "H", "H", "H", "H", "H", "H", "H", "H", "H", "H", "H", "H", "H"], "xyz": [[-0.779, -2.194, 1.176], [-0.692, -1.266, -0.109], [0.627, -1.627, -0.777], [-0.927, 0.241, 0.193], [0.365, 1.015, 0.298], [0.084, 2.504, 0.656], [1.028, 1.199, -1.202], [-0.793, -1.624, 2.218], [-0.042, -2.962, 1.228], [-1.758, -2.685, 1.189], [-1.585, -1.503, -0.734], [1.546, -1.768, -0.043], [0.445, -2.588, -1.231], [1.010, -1.138, -1.703], [-1.443, 0.638, -0.716], [-1.546, 0.292, 1.034], [1.189, 0.563, 0.799], [-0.372, 2.457, 1.624], [1.169, 3.023, 0.659], [-0.493, 3.112, -0.034], [0.931, 2.250, -1.424], [2.000, 0.982, -1.256], [0.487, 0.525, -1.819]], "smiles": "CC(C)C[C@H](C)[NH3+]", "e_homo_ha": -0.544, "total_charge": 1, "homo_lumo_gap_ev": 11.5, "total_energy_ha": -292.66206}

---

{"formula": "C6H16N", "method": "wB97M-V/def2-TZVPD", "symbols": ["C", "C", "N", "H", "H", "H", "H", "H", "H", "C", "C", "C", "C", "H", "H", "H", "H", "H", "H", "H", "H", "H", "H"], "xyz": [[2.608, -0.298, 0.661], [3.564, 0.406, 1.229], [1.282, -0.447, 1.335], [2.660, -0.848, -0.264], [4.517, 0.535, 0.736], [3.442, 0.857, 2.206], [1.340, -0.255, 2.339], [0.595, 0.203, 0.910], [0.854, -1.364, 1.196], [-0.535, 1.113, -1.092], [-1.416, 0.086, -0.303], [-2.914, 0.489, -0.562], [-1.055, -1.313, -0.773], [0.542, 0.926, -0.992], [-0.719, 1.084, -2.167], [-0.769, 2.119, -0.734], [-1.294, 0.159, 0.787], [-3.482, -0.321, -0.066], [-3.067, 0.467, -1.639], [-3.226, 1.439, -0.135], [-0.014, -1.625, -0.694], [-1.608, -2.028, -0.150], [-1.305, -1.382, -1.831]], "e_homo_ha": [-0.695, -0.694], "total_charge": 2, "homo_lumo_gap_ev": [11.9, 4.6], "spin_multiplicity": 2, "total_energy_ha": -292.14142}

---

{"formula": "C6H16N2", "method": "wB97M-V/def2-TZVPD", "symbols": ["C", "N", "C", "C", "C", "N", "C", "C", "H", "H", "H", "H", "H", "H", "H", "H", "H", "H", "H", "H", "H", "H", "H", "H"], "xyz": [[0.228, -1.230, 0.165], [0.751, -1.395, -1.222], [0.488, -0.375, -2.321], [-0.416, -1.072, -3.313], [-0.332, 0.265, 0.557], [0.209, 0.939, 1.752], [-0.440, 2.232, 1.714], [0.115, 0.102, 2.985], [0.955, -1.550, 0.867], [-0.651, -1.950, 0.132], [1.809, -1.443, -1.063], [1.522, -0.037, -2.917], [0.123, 0.547, -1.920], [-0.612, -0.372, -4.151], [0.304, -1.896, -3.567], [-1.322, -1.366, -2.757], [-1.332, 0.218, 0.330], [-0.020, 1.026, -0.242], [-0.196, 2.571, 0.680], [-0.033, 2.976, 2.448], [-1.525, 2.281, 1.835], [0.966, 0.090, 3.491], [-0.582, 0.416, 3.788], [-0.010, -0.976, 2.729]], "e_homo_ha": [0.051, -0.188], "total_charge": -1, "homo_lumo_gap_ev": [2.5, 9.1], "spin_multiplicity": 2, "total_energy_ha": -347.54231}

---

{"formula": "C6H16N2", "method": "wB97M-V/def2-TZVPD", "symbols": ["C", "C", "N", "C", "C", "C", "N", "C", "H", "H", "H", "H", "H", "H", "H", "H", "H", "H", "H", "H", "H", "H", "H", "H"], "xyz": [[-3.008, 0.071, -1.302], [-2.186, -0.113, -0.006], [-0.923, 0.577, 0.010], [-0.023, 0.561, 2.362], [0.035, -0.026, 0.933], [1.511, 0.105, 0.418], [1.772, -0.850, -0.658], [2.895, -0.485, -1.569], [-2.345, 0.099, -2.170], [-3.535, 1.031, -1.263], [-3.825, -0.643, -1.440], [-2.012, -1.163, 0.236], [-2.972, 0.168, 0.724], [-0.977, 1.571, 0.195], [0.652, -0.046, 2.985], [0.336, 1.589, 2.425], [-1.041, 0.496, 2.748], [-0.028, -1.112, 0.957], [1.603, 1.082, -0.077], [2.102, -0.023, 1.321], [0.955, -0.917, -1.248], [2.508, -0.767, -2.546], [3.173, 0.561, -1.416], [3.770, -1.068, -1.263]], "e_homo_ha": [0.053, -0.192], "total_charge": -1, "homo_lumo_gap_ev": [2.3, 8.9], "spin_multiplicity": 2, "total_energy_ha": -347.62033}

---

{"formula": "C6H16N2", "method": "wB97M-V/def2-TZVPD", "symbols": ["C", "C", "C", "N", "C", "C", "C", "N", "H", "H", "H", "H", "H", "H", "H", "H", "H", "H", "H", "H", "H", "H", "H", "H"], "xyz": [[-2.918, -0.060, 3.157], [-2.464, -0.484, 1.770], [-1.259, 0.335, 1.313], [-0.841, -0.032, -0.022], [0.376, 0.627, -0.499], [1.269, -0.345, -1.252], [2.226, 0.322, -2.293], [3.527, -0.309, -2.389], [-3.942, -0.334, 3.390], [-2.911, 1.035, 3.237], [-2.244, -0.363, 3.953], [-3.296, -0.455, 1.056], [-2.220, -1.550, 1.751], [-0.489, 0.129, 2.079], [-1.524, 1.382, 1.377], [-0.787, -1.040, -0.074], [0.911, 1.039, 0.350], [0.075, 1.490, -1.108], [1.856, -0.956, -0.569], [0.609, -1.004, -1.828], [1.728, 0.197, -3.259], [2.249, 1.395, -2.105], [3.563, -1.249, -2.025], [4.290, 0.235, -2.016]], "smiles": "CCCNCCCN", "e_homo_ha": -0.317, "homo_lumo_gap_ev": 9.7, "total_energy_ha": -347.68946}

---

{"formula": "C6H16N2", "method": "wB97M-V/def2-TZVPD", "symbols": ["C", "C", "N", "C", "C", "C", "C", "N", "H", "H", "H", "H", "H", "H", "H", "H", "H", "H", "H", "H", "H", "H", "H", "H"], "xyz": [[-0.721, 0.003, -2.375], [-1.289, 0.767, -1.185], [-2.654, 1.209, -1.307], [-1.225, -0.112, 0.174], [0.050, -0.901, 0.243], [1.303, -0.041, 0.347], [1.700, 0.117, 1.861], [2.710, -0.879, 2.345], [-1.471, -0.210, -3.224], [0.267, 0.291, -2.811], [-0.466, -1.053, -2.089], [-0.673, 1.719, -0.912], [-3.357, 0.923, -0.734], [-2.933, 1.193, -2.282], [-1.062, 0.679, 1.069], [-2.044, -0.725, 0.313], [0.119, -1.628, -0.606], [0.035, -1.523, 1.126], [1.159, 1.011, 0.004], [2.128, -0.407, -0.171], [0.859, -0.125, 2.484], [2.171, 1.132, 2.072], [3.561, -0.767, 1.834], [2.408, -1.812, 2.270]], "smiles": "C[C@@H](N)CCCCN", "e_homo_ha": -0.320, "homo_lumo_gap_ev": 9.8, "total_energy_ha": -347.65213}

---

{"formula": "C6H16N2", "method": "wB97M-V/def2-TZVPD", "symbols": ["C", "C", "N", "C", "C", "N", "C", "C", "H", "H", "H", "H", "H", "H", "H", "H", "H", "H", "H", "H", "H", "H", "H", "H"], "xyz": [[-1.981, -1.081, 3.290], [-0.575, -0.452, 3.062], [-0.260, 0.374, 1.899], [0.118, -0.460, 0.750], [0.753, 0.469, -0.278], [1.060, -0.174, -1.607], [1.276, 0.863, -2.627], [0.663, 0.511, -4.007], [-2.245, -1.616, 2.385], [-2.736, -0.258, 3.349], [-2.082, -1.597, 4.239], [0.113, -1.293, 3.112], [-0.248, 0.156, 3.913], [-1.022, 0.980, 1.621], [0.787, -1.274, 1.041], [-0.739, -0.989, 0.264], [0.334, 1.464, -0.472], [1.759, 0.677, 0.100], [0.221, -0.637, -1.948], [1.007, 1.880, -2.285], [2.342, 0.997, -2.865], [1.095, -0.408, -4.380], [0.793, 1.414, -4.595], [-0.432, 0.454, -3.962]], "smiles": "CCNCCNCC", "e_homo_ha": -0.326, "homo_lumo_gap_ev": 10.0, "total_energy_ha": -347.66668}

---

{"formula": "C6H16N2", "method": "wB97M-V/def2-TZVPD", "symbols": ["C", "C", "C", "C", "C", "C", "N", "N", "H", "H", "H", "H", "H", "H", "H", "H", "H", "H", "H", "H", "H", "H", "H", "H"], "xyz": [[-0.578, -0.599, 0.601], [1.740, 0.924, 0.551], [-0.816, 0.715, 0.378], [-3.078, -0.090, -0.034], [2.477, -0.159, 1.278], [2.050, 1.061, -0.904], [-0.284, -1.520, -0.354], [-3.117, -0.642, -1.322], [-0.641, -0.990, 1.608], [1.660, 1.864, 1.093], [0.072, -1.174, -1.233], [0.136, -2.384, -0.052], [-2.846, -0.002, -2.058], [-2.600, -1.510, -1.408], [-1.034, 1.366, 1.206], [-0.750, 1.143, -0.612], [-3.489, 0.910, 0.045], [-3.380, -0.768, 0.756], [3.126, 1.201, -1.123], [2.281, -1.150, 0.839], [3.578, -0.042, 1.244], [2.199, -0.210, 2.335], [1.524, 1.903, -1.364], [1.771, 0.155, -1.472]], "e_homo_ha": [-0.193, -0.229], "homo_lumo_gap_ev": [6.2, 7.1], "total_energy_ha": -347.52732}